[1]
The ion C13H12BrF5NO2 with charge -1 at a distorted geometry, computed with wB97M-V/def2-TZVPD.

electronic energy = -102878.491 eV
2S+1 = 1
orbital gap = 6.471 eV
charge = -1
SMILES = CC[C@@H](Br)N(CC(=O)[O-])C(F)(F)c1cccc(C(F)(F)F)c1

```
34
Properties=species:S:1:pos:R:3:lowdin_charge:R:1
C 0.39774 0.62013 -1.58340 -0.24
C -1.99213 0.97311 0.02052 0.07
H 3.49223 2.27223 1.06492 0.09
Br 4.63785 0.42702 -0.71603 0.69
N 1.67723 0.07473 -0.99656 -0.12
H 2.76076 1.99802 -1.54188 0.12
C -3.39543 0.40453 0.73218 -0.05
H 1.36335 -0.09845 1.74740 0.07
C -4.44426 1.38963 1.57137 -0.22
H -4.82233 -1.62251 1.17891 0.10
C 2.48474 1.70088 0.77284 -0.27
H 3.33291 -0.19818 1.86805 0.07
C -3.84663 -1.19876 0.64934 -0.01
C 2.12022 -1.22813 -1.58403 -0.16
H 1.16424 -1.71549 -2.11014 0.11
C -1.44820 -1.58042 -0.98590 0.03
C 2.54034 -2.38425 -0.44788 -0.44
F 0.31143 0.47286 -3.08631 -0.05
H -3.13156 -3.30330 -0.31194 0.09
F -3.95196 1.77594 2.91330 0.01
F -4.59805 2.61340 0.69878 -0.03
C 2.74494 1.09058 -0.76559 -0.62
H 1.57161 2.43463 0.81783 0.10
H -1.79078 2.12301 0.19337 0.11
H 2.91618 -1.15185 -2.45932 0.12
F -5.82421 0.77471 1.59623 -0.03
C 2.37169 0.47564 1.90573 -0.14
H 2.38987 1.01644 2.96826 0.07
O 1.59946 -2.82462 0.59653 -0.28
H -0.84678 -2.36811 -1.60584 0.09
C -0.97354 -0.01733 -0.86382 0.01
F 0.22288 2.10941 -1.38008 -0.06
C -2.82521 -2.16335 -0.23611 -0.04
O 3.79140 -2.89212 -0.62074 -0.21
```



[2]
A cluster of 5 separate species, C27H37N4O2S2 in total, computed with wB97M-V/def2-TZVPD.

electronic energy = -60315.815 eV
2S+1 = 1
orbital gap = 7.509 eV
charge = +1

```
72
Properties=species:S:1:pos:R:3:lowdin_charge:R:1
C 2.34032 -4.73031 1.06153 -0.15
C -2.62374 6.84378 -1.09728 -0.07
H -5.92212 3.53322 -3.67828 0.11
H -2.10185 2.78728 -1.89390 0.09
H 4.54889 -0.38312 1.05208 0.08
H 2.37330 -2.64963 5.44505 0.10
H -1.09446 -1.42516 1.38558 0.07
S -1.21318 -2.35820 -0.80081 0.87
C 0.41494 -2.87741 -1.37274 -0.72
C 4.52312 -5.54361 1.52845 -0.05
C -0.81102 -1.04676 0.40583 -0.51
C 3.29042 -5.11161 1.99400 -0.05
H 0.42456 -2.15280 6.89868 0.10
H 5.15439 0.90605 0.00154 0.09
C -3.75389 6.60905 -1.86641 -0.15
C 4.68719 -0.07614 0.01363 -0.06
C 0.72487 -5.40022 4.96772 -0.15
H 3.05619 -5.06566 3.05053 0.07
N -4.24826 7.48347 -2.73876 0.06
H 5.29401 -5.85333 2.22180 0.11
C -2.47359 8.97861 -2.14470 -0.07
C -3.92981 3.16862 -2.95522 -0.08
C 3.73377 -5.16819 -0.68697 -0.15
H -1.99907 9.93939 -2.28962 0.10
H 2.64584 0.59690 -0.11278 0.13
H -1.39388 -3.85640 7.08811 0.11
H -6.92336 3.28119 -1.40278 0.11
O 3.50215 0.43963 -1.99191 -0.12
C 1.17384 0.02992 -2.76041 -0.17
C -5.01848 2.90718 -0.48788 -0.15
C -1.51057 0.27282 0.10030 -0.16
C -0.53008 -4.03475 6.46129 -0.07
H 0.85956 -6.31720 4.40313 0.11
H 5.69623 -5.90689 -0.24401 0.11
H -4.29622 5.67467 -1.77824 0.08
H 2.94362 -1.06697 -0.70267 0.10
H 1.97736 1.82995 -2.01115 0.14
H -5.42072 2.80724 0.51399 0.11
C -3.61048 8.64445 -2.86663 -0.15
C -5.85928 3.17250 -1.55987 -0.07
H -1.08724 8.28338 -0.65649 0.10
H 0.51578 -3.96318 -1.31799 0.04
S 0.65210 -2.47707 -3.10634 1.15
C 1.56475 -3.36561 5.54556 -0.15
C 2.35950 0.97474 -2.58890 -0.19
H 5.34132 -0.80795 -0.45825 0.08
H -1.16095 -5.98810 5.80479 0.10
H -0.91938 0.89675 -0.56985 0.05
H 1.57174 -3.41829 -3.39032 0.05
C 3.34136 -0.04782 -0.66797 -0.27
H 0.27356 -0.93661 0.39993 0.06
N -3.69932 2.76379 -0.60343 0.05
C -3.18050 2.89417 -1.82304 -0.18
O 1.67796 -1.26722 -3.21952 -0.41
H 2.66114 1.34631 -3.56714 0.14
H 1.36166 -4.39296 1.39256 0.10
C 0.47606 -3.08741 6.35748 -0.07
H 0.51366 0.43355 -3.52994 0.14
H -3.44789 3.28588 -3.91633 0.11
H -2.49265 0.12056 -0.34230 0.06
C -1.97014 8.05743 -1.24056 -0.08
H -1.65164 0.84093 1.01903 0.08
H -2.27345 6.09264 -0.40158 0.10
H 1.21438 -2.45621 -0.77251 0.04
C -5.30253 3.30759 -2.82061 -0.08
H 3.88097 -5.18131 -1.76172 0.10
C 4.75074 -5.57432 0.16127 -0.06
N 1.69837 -4.49786 4.85678 0.04
N 2.54176 -4.74919 -0.25765 0.03
H 0.59553 -0.09254 -1.84515 0.08
C -0.40424 -5.21778 5.75120 -0.07
H -4.03289 9.34217 -3.58119 0.10
```



[3]
An isolated molecule of C3H7NS2 at a distorted geometry, computed with wB97M-V/def2-TZVPD.

electronic energy = -26384.922 eV
2S+1 = 1
orbital gap = 8.891 eV
SMILES = CSCC(N)=S
relative energy (zero: lowest compared OMol25 entry of this formula, charge and spin) = 0.2531 eV

```
13
Properties=species:S:1:pos:R:3:lowdin_charge:R:1
H -1.77996 -1.05111 1.52427 0.08
C -1.19506 -0.38081 -0.21158 -0.98
H 2.43185 1.30957 1.05333 0.07
H 0.52077 1.16800 1.10393 0.03
C -0.05373 -0.47109 -1.20682 -0.53
H 1.30284 2.05647 -0.13772 0.02
S -2.54464 0.57594 -0.40945 0.61
H -0.30550 -1.61272 1.07274 0.06
H -0.20855 0.24009 -2.00320 0.06
H -0.06283 -1.55775 -1.59856 0.12
C 1.42675 1.19197 0.49013 -0.42
N -1.10879 -1.17831 0.82227 0.09
S 1.57685 -0.29025 -0.49933 0.79
```



[4]
A structure of composition C51H32F5HfN2O4P2S2 at a distorted geometry, computed with wB97M-V/def2-TZVPD.

electronic energy = -119725.025 eV
2S+1 = 1
orbital gap = 6.145 eV
charge = -1
relative energy (zero: lowest compared OMol25 entry of this formula, charge and spin) = 3.4368 eV

```
99
Properties=species:S:1:pos:R:3:lowdin_charge:R:1
H 2.26925 2.15459 3.11362 0.08
F -6.25803 -1.97585 3.15980 0.11
C 4.35609 1.95697 3.59100 -0.09
H 3.22936 -1.35028 -4.50066 0.10
C 0.94871 -0.81516 1.22623 -0.66
Hf -0.79974 0.56363 0.57786 1.53
C -0.54122 3.77328 -1.94669 -0.01
C 2.37751 -1.62632 -3.88693 -0.06
O -0.89714 2.57167 1.13494 -0.26
F -4.74728 -3.50400 1.48889 0.09
C 5.39404 1.07790 3.86423 -0.10
C -0.93234 2.68318 -4.09599 -0.15
O -0.80759 -0.77849 -0.89406 -0.35
C -4.35790 -2.25399 1.78401 -0.15
C 0.91922 -3.28258 3.09788 -0.09
C -0.81543 4.98180 -2.51618 -0.06
C -4.72251 -0.19373 2.92602 -0.15
H -0.50195 -0.60521 -4.80599 0.10
C 5.15783 -0.28897 3.87147 -0.10
C 4.82219 -0.12471 0.17994 -0.10
C 1.11280 -2.09333 3.78588 -0.34
H 1.29613 -3.32905 6.93545 0.10
C 0.21010 -2.87949 -3.81015 -0.24
C -4.70312 3.60483 -1.41694 0.01
F -3.22582 1.55893 2.65655 0.05
H 5.96290 -0.98351 4.07691 0.10
H 1.51785 -2.57436 -5.52519 0.10
F -2.51065 -2.54707 0.42929 0.06
C -5.46639 0.55196 -3.39781 -0.08
H 4.53456 3.02462 3.57836 0.10
C -1.18229 5.07181 -3.87872 -0.09
C 2.47251 -1.20522 -2.49415 -0.08
H 5.22711 -3.89864 0.88088 0.10
C 1.41363 -2.34059 -4.47187 -0.06
N -2.81179 1.80181 -0.43738 0.11
C -3.69704 1.39446 -1.40292 -0.18
C -1.83430 3.44306 1.02416 -0.61
S 2.03863 1.71664 -0.10339 0.31
C 1.24091 -2.11883 5.17226 -0.10
H -1.40784 6.03912 -4.30872 0.10
C 1.00795 -4.50955 5.16274 -0.10
C 1.49549 -0.92159 -1.62541 -0.18
H -1.48675 4.00955 -5.70513 0.11
C -3.85095 3.96865 -0.42289 0.02
H 0.79502 -3.23790 2.02181 0.09
F -5.47156 0.57271 3.73205 0.10
C -2.73126 -0.44286 1.51668 -0.10
N -0.38882 1.39727 -2.12566 0.13
P 2.02150 -0.27663 0.05191 0.37
C 2.83836 0.10486 3.33450 -0.33
C 3.85587 -2.30735 0.47724 -0.09
C -1.23142 3.95019 -4.65402 -0.04
C 3.88654 -0.77147 3.60573 -0.09
C -5.13143 -1.48445 2.63365 -0.15
H -4.51520 -1.37585 -3.17582 0.10
H 0.96668 -5.44857 5.70074 0.09
H 7.21990 -2.43030 0.80237 0.09
H -6.23942 2.54044 -3.37111 0.11
C 5.11574 -2.84078 0.67926 -0.09
C -3.54967 0.28095 2.36193 -0.27
C -3.19165 -1.71926 1.24784 -0.25
C 0.86586 -4.48902 3.78540 -0.09
C -0.62405 2.59278 -2.72399 -0.20
H -0.74747 5.88241 -1.92023 0.11
H 3.49774 -1.07341 -2.16227 0.10
H 6.95383 -0.01249 0.36579 0.10
C 1.19391 -3.31868 5.85736 -0.09
H 0.70705 -5.41043 3.23914 0.10
C -0.00019 -0.93425 -2.00579 -0.42
H 2.97662 -2.93889 0.52793 0.11
P 1.17743 -0.50874 2.87425 0.36
C -2.89608 3.02688 0.01971 -0.19
S -0.23827 0.72069 3.54842 0.33
H -1.15292 1.51908 -5.90371 0.11
H -5.43222 4.30047 -1.81565 0.12
C 6.23396 -2.01466 0.63445 -0.10
H 4.68811 0.93654 0.00667 0.07
C -0.55303 0.31512 -4.24669 0.02
C -5.52102 1.84207 -2.95836 -0.04
C -3.66871 0.05598 -1.85959 0.00
C -0.90488 1.48760 -4.84907 0.01
O -1.91224 4.51802 1.58150 0.09
H -0.22701 3.68015 -0.91663 0.09
C -0.30319 0.31478 -2.85383 -0.16
C 3.70633 -0.94572 0.22232 -0.36
C -4.64613 2.29032 -1.94106 -0.15
H -0.42139 -3.49652 -4.44668 0.14
C 3.08392 1.47463 3.32929 -0.11
H -2.94759 -0.62187 -1.42708 0.08
O 0.33595 -3.39695 -2.48659 0.04
H -6.14145 0.21108 -4.17237 0.10
H -1.51144 -2.39990 -2.52072 0.15
C -4.53761 -0.34877 -2.83470 -0.06
C 6.08633 -0.65990 0.38614 -0.09
H 3.71139 -1.84096 3.60388 0.11
H 1.37182 -1.18962 5.71561 0.11
H -3.84157 4.94836 0.03151 0.12
H 6.38700 1.45884 4.07032 0.09
C -0.44467 -2.23392 -2.66504 -0.16
```